1.
The following is a quantum chemistry calculation of 2 unconnected molecules or ions with the total composition C21H18NO7 in a non-equilibrium geometry, from the OMol25 dataset.

ORCA input file:
```
! RIJCOSX wB97M-V def2-TZVPD def2/J DEFGRID3
* xyz -1 1
C -1.464 -2.242 -1.070
C -0.668 -2.592 -2.226
O -0.191 -1.660 -2.910
C -0.465 -4.046 -2.583
C -1.541 -4.940 -2.705
C -1.324 -6.260 -3.115
C -0.020 -6.708 -3.365
C 1.054 -5.813 -3.279
C 0.822 -4.478 -2.940
N -1.770 -3.137 -0.075
O -2.442 -2.792 0.937
O -1.365 -4.331 -0.177
H -1.716 -1.203 -0.874
H -2.561 -4.601 -2.515
H -2.176 -6.939 -3.212
H 0.158 -7.749 -3.636
H 2.074 -6.146 -3.484
H 1.638 -3.750 -2.918
C -1.005 4.263 3.792
C -0.671 2.814 4.083
C -0.676 2.525 5.587
O -1.624 1.919 3.481
C -1.640 1.884 2.106
O -2.612 1.453 1.525
C -0.392 2.298 1.415
C -0.305 2.096 0.069
C 0.846 2.422 -0.751
C 1.608 3.603 -0.536
C 2.724 3.880 -1.320
C 3.136 2.970 -2.306
C 2.393 1.804 -2.533
C 1.238 1.554 -1.798
C 0.833 2.348 2.263
O 1.955 2.178 1.840
O 0.651 2.485 3.611
H -1.006 4.469 2.717
H -1.993 4.489 4.206
H -0.262 4.900 4.283
H -0.420 1.476 5.763
H 0.055 3.160 6.096
H -1.667 2.723 6.005
H -1.189 1.669 -0.397
H 1.306 4.296 0.252
H 3.290 4.797 -1.144
H 4.033 3.172 -2.895
H 2.714 1.082 -3.286
H 0.636 0.657 -1.980
*
```

Properties
Kohn-Sham gap (eV): 5.64
Strongest force on any atom (eV/Å): 1.8

Atom charges from the natural (NBO) analysis, given in e for atoms 1 to 8: -0.3478 0.4579 -0.6759 0.0185 -0.1753 -0.2353 -0.2347 -0.2227

2.
The following is a quantum chemistry calculation of a molecular structure, C26H31N7O4SSbSe4Y in a non-equilibrium geometry, from the OMol25 dataset.

ORCA input file:
```
! RIJCOSX wB97M-V def2-TZVPD def2/J DEFGRID3
* xyz 2 1
Y -0.304 -0.387 -1.169
C -2.653 -1.471 -3.373
N -2.720 -0.600 -2.186
C -3.542 -1.248 -1.151
C -2.900 -2.526 -0.672
C -3.675 -3.576 -0.202
C -3.055 -4.738 0.231
C -1.675 -4.824 0.142
C -0.978 -3.735 -0.340
N -1.554 -2.588 -0.718
C -3.300 0.708 -2.548
C -2.520 1.925 -2.101
C -3.189 3.140 -1.960
C -2.460 4.297 -1.736
C -1.075 4.208 -1.689
C -0.491 2.960 -1.802
N -1.189 1.828 -1.970
C -1.521 -1.092 -4.295
C -1.574 -1.443 -5.639
C -0.529 -1.079 -6.470
C 0.536 -0.369 -5.931
C 0.524 -0.089 -4.578
N -0.475 -0.449 -3.762
H -3.600 -1.447 -3.929
H -2.491 -2.508 -3.054
H -4.554 -1.469 -1.522
H -3.640 -0.561 -0.296
H -4.749 -3.478 -0.180
H -3.635 -5.563 0.609
H -1.141 -5.711 0.437
H 0.096 -3.789 -0.447
H -4.328 0.785 -2.175
H -3.345 0.787 -3.643
H -4.267 3.178 -2.025
H -2.962 5.245 -1.617
H -0.464 5.088 -1.559
H 0.589 2.857 -1.768
H -2.424 -1.995 -6.016
H -0.547 -1.347 -7.515
H 1.365 -0.054 -6.545
H 1.350 0.445 -4.116
C 3.747 -1.192 6.133
C 2.345 -1.146 5.566
S 2.292 -0.123 4.091
O 2.971 -0.775 2.986
O 0.910 0.141 3.709
C 3.106 1.478 4.410
C 3.540 2.182 3.125
N 2.521 2.177 2.101
C 2.584 1.523 0.915
N 1.418 1.568 0.271
C 0.594 2.331 1.038
C 1.250 2.710 2.182
N 0.707 3.502 3.227
O -0.453 3.811 3.104
O 1.438 3.801 4.150
C 3.827 0.958 0.345
H 3.800 -1.918 6.942
H 4.063 -0.233 6.540
H 4.453 -1.499 5.366
H 1.616 -0.716 6.246
H 2.012 -2.132 5.249
H 3.982 1.262 5.012
H 2.407 2.086 4.983
H 4.421 1.686 2.717
H 3.794 3.219 3.373
H -0.402 2.614 0.757
H 4.587 1.736 0.259
H 3.620 0.572 -0.654
H 4.231 0.158 0.968
Se 2.601 -2.177 0.023
Sb 0.721 -1.366 1.755
Se 0.179 -3.286 3.046
Se 1.590 -2.207 -1.996
Se -1.405 -0.065 1.342
*
```

Properties
Energy above the lowest of the compared OMol25 structures with the same formula, charge and spin (eV): 1.369
Kohn-Sham gap (eV): 5.33
Strongest force on any atom (eV/Å): 2.1

Atom charges from the Löwdin analysis, given in e for atoms 1 to 8: 0.9096 -0.1160 -0.2134 -0.1578 -0.2988 0.0145 -0.0073 -0.0387

3.
The following is a quantum chemistry calculation of 2 unconnected molecules or ions with the total composition C3H5BrO in a non-equilibrium geometry, from the OMol25 dataset.

ORCA input file:
```
! RIJCOSX wB97M-V def2-TZVPD def2/J DEFGRID3
* xyz 0 1
C 0.102 -0.353 0.774
C 0.201 -0.697 -0.675
C 1.269 -0.063 0.054
O 1.128 2.391 -0.071
Br 3.032 -0.212 0.045
H -0.563 0.457 1.019
H 0.299 -1.154 1.576
H 0.556 -1.623 -1.046
H -0.520 -0.068 -1.320
H 1.480 2.506 0.746
*
```

Properties
Energy above the lowest of the compared OMol25 structures with the same formula, charge and spin (eV): 4.928
Kohn-Sham gap (alpha / beta) (eV): 7.66 / 7.66
Strongest force on any atom (eV/Å): 5.4

Atom charges from the natural (NBO) analysis, given in e for atoms 1 to 8: -0.4745 -0.4848 0.1442 -0.9205 0.2833 0.2902 0.2303 0.2403

4.
The following is a quantum chemistry calculation of C16H28N6O in the gas phase in a non-equilibrium geometry, from the OMol25 dataset.

ORCA input file:
```
! RIJCOSX wB97M-V def2-TZVPD def2/J DEFGRID3
* xyz 0 1
C -3.493 0.343 -0.329
H -4.533 0.616 -0.163
H -3.112 0.960 -1.137
C -2.709 0.551 0.964
C -3.432 -0.152 2.114
H -2.909 -0.004 3.058
H -4.440 0.242 2.218
H -3.498 -1.217 1.911
H -2.674 1.625 1.185
C -1.236 0.068 0.927
C -1.090 -1.366 0.541
N -2.014 -2.230 0.188
N -1.398 -3.385 -0.019
N -0.153 -3.284 0.186
N 0.099 -2.024 0.544
C 1.420 -1.568 0.890
H 1.369 -0.477 0.886
C 2.452 -2.096 -0.120
C 3.044 -3.330 0.554
C 3.156 -2.893 2.010
H 3.282 -3.730 2.694
C 1.846 -2.140 2.261
H 1.958 -1.355 3.008
H 1.082 -2.836 2.612
H 4.006 -2.218 2.131
H 4.001 -3.622 0.125
H 2.345 -4.162 0.465
H 1.992 -2.323 -1.080
H 3.227 -1.344 -0.272
N -0.276 0.845 0.152
C -0.073 2.207 0.595
C 1.287 2.686 0.088
H 1.472 3.701 0.446
H 2.064 2.034 0.494
C 1.347 2.627 -1.445
C 0.464 3.713 -2.057
O -0.576 3.516 -2.642
N 0.954 4.965 -1.885
H 1.844 5.144 -1.456
H 0.441 5.740 -2.270
C 0.941 1.227 -1.915
C -0.390 0.802 -1.295
H -0.634 -0.216 -1.606
H -1.169 1.477 -1.669
H 0.842 1.219 -3.001
H 1.720 0.518 -1.628
H 2.375 2.829 -1.769
H -0.086 2.233 1.688
H -0.857 2.887 0.222
H -0.873 0.136 1.968
H -3.454 -0.701 -0.626
*
```

Properties
Energy above the lowest of the compared OMol25 structures with the same formula, charge and spin (eV): 0.033
Kohn-Sham gap (eV): 9.07
Strongest force on any atom (eV/Å): 1.6
Structure (SMILES): CC(C)[C@@H](c1nnnn1C1CCCC1)N1CCC(C(N)=O)CC1

Atom charges from the natural (NBO) analysis, given in e for atoms 1 to 8: -0.6319 0.2082 0.2077 -0.2092 -0.6146 0.1971 0.2114 0.2281